ORCA calculation (ωB97M-V/def2-TZVPD) on a molecular structure, C4H8InO3 at a distorted geometry.

The largest force on an atom is 5.9 eV/A. The energy above the lowest of the compared OMol25 structures with the same formula, charge and spin is 4.012 eV. As for the net charge: +1. As for the HOMO-LUMO gap: 8.5 eV. The spin multiplicity is 1.

```
16
C4H8InO3 | the OMol25 dataset | ωB97M-V/def2-TZVPD
C 0.1692 -1.7121 0.4388
H -0.5874 -1.7974 1.2301
H 0.9210 -2.4491 0.7617
H 0.2060 -2.1609 -0.5710
O 1.5919 -0.4326 1.1788
C 2.5623 0.0992 0.2441
H 3.3214 0.6721 0.8122
H 2.9878 -0.7029 -0.3964
O -0.6194 2.4347 -0.1886
C -1.6963 1.9039 -0.4263
C -1.8027 0.4180 -0.5405
O -0.5430 -0.1415 -0.6123
In 0.9273 1.1047 -0.4198
H -2.6299 2.4908 -0.3727
H -2.3938 0.2041 -1.4552
H -2.4144 0.0689 0.3171
```

These are the Mulliken partial charges, in e, on atoms 1 to 2: number 1, C, carries -0.545; number 2, H, carries 0.318